Entry 1:
The following is a quantum chemistry calculation of 2 unconnected molecules or ions with the total composition C21H30N3O2 at a distorted geometry, from the Open Molecules 2025 dataset.

Values from the calculation:
- Kohn-Sham gap (eV) = 7.55
- E_HOMO (hartree) = -0.415
- total energy (Eh) = -1131.9155
- spin multiplicity = 1
- energy relative to the best compared isomer or geometry (same formula, charge and spin) (kcal/mol) = 515.0
- charge = +1

Last column: Mulliken charge in e.
Positions of all 56 atoms, in Å:
1 C 0.8590 -0.7480 6.0896  -1.23
2 C 0.9871 -2.0754 5.5637  -0.23
3 H 1.6437 -2.6522 6.2786  0.27
4 H -0.0015 -2.5261 5.5826  0.35
5 C 1.6373 -2.0654 4.4235  -1.29
6 C 0.8658 -1.6609 3.3108  0.85
7 C 1.1023 -0.4909 2.8560  -0.46
8 C 0.5762 0.3430 1.8403  -1.80
9 C -0.5155 -0.3645 1.3076  0.39
10 C -0.9572 -1.6510 1.6860  -0.67
11 C 0.0392 -2.3651 2.6869  -0.57
12 H -0.2667 -3.2294 3.1503  0.55
13 H -1.8844 -2.0606 1.3725  0.58
14 O -1.1665 0.1813 0.1543  0.03
15 C -2.4520 -0.1377 -0.1609  -0.57
16 C -3.1634 0.6173 -1.1667  -0.02
17 O -4.5124 0.2026 -1.5611  -0.52
18 H -4.9425 0.7776 -1.9964  0.32
19 H -3.1417 1.7764 -0.8136  0.15
20 C -2.1865 0.8265 -2.4607  -0.95
21 N -1.6751 2.3871 -2.4845  0.13
22 C -0.7864 2.5717 -1.4584  -0.58
23 H -0.9638 3.7519 -1.3448  0.23
24 H -1.0606 2.0248 -0.5957  0.54
25 C 0.9008 2.7971 -1.8697  -1.86
26 N 0.8221 1.6022 -2.9375  0.27
27 C 1.1299 0.4200 -2.5249  1.38
28 N 1.5626 -0.0474 -1.3544  0.14
29 C 1.8664 -1.3537 -0.8621  -0.49
30 C 2.2871 -2.1645 -1.8904  -0.52
31 C 2.3660 -1.7518 -3.2382  -0.96
32 C 1.7618 -0.4471 -3.4938  -0.76
33 H 1.7084 -0.2863 -4.6491  0.21
34 H 2.4875 -2.4028 -3.9040  0.61
35 H 2.7131 -3.0723 -1.5113  0.41
36 H 2.1241 -1.5057 0.0368  0.79
37 C 0.2411 2.0387 -4.1042  -1.44
38 H -0.1335 0.7118 -4.7328  0.25
39 C -1.1127 2.6138 -3.8416  -0.91
40 H -0.8699 3.5608 -3.8165  0.51
41 H -2.0165 2.3279 -4.7190  0.30
42 H 0.8380 2.2063 -4.7120  1.43
43 H 1.2593 2.4269 -0.9244  0.45
44 H 0.8693 3.5478 -2.3008  1.07
45 H 1.1223 0.5456 -0.4450  -0.30
46 H -1.4634 0.2991 -2.5280  0.31
47 H -2.9211 0.7725 -3.3832  0.49
48 H -3.3406 -0.3052 0.5527  0.34
49 H -2.2706 -1.1475 -0.7368  0.45
50 H 0.7942 1.1469 1.5563  1.84
51 H 2.1575 0.2269 3.1798  -0.17
52 H 1.9441 -3.2779 4.1035  0.36
53 H 2.7838 -1.6491 4.2647  0.32
54 H 1.7582 -0.2750 6.1958  0.35
55 H 0.1906 -0.1474 5.3314  0.20
56 H 0.4057 -0.8433 6.9989  0.45

Entry 2:
The following is a quantum chemistry calculation of 2 unconnected molecules or ions with the total composition C6H15B at a distorted geometry, from the Open Molecules 2025 dataset.

Values from the calculation:
- Kohn-Sham gap (eV) = 9.45
- E_HOMO (hartree) = -0.327
- total energy (Eh) = -262.3096
- spin multiplicity = 1
- energy relative to the best compared isomer or geometry (same formula, charge and spin) (kcal/mol) = 83.1

Last column: Mulliken charge in e.
Positions of all 22 atoms, in Å:
1 B 0.1819 -0.4220 0.3321  -0.36
2 C -1.5058 -0.1552 -1.5085  -1.19
3 C -0.3716 -2.2813 -1.4498  -1.36
4 C 0.2642 1.1488 2.2468  -1.54
5 C 1.7248 1.7358 0.3234  -1.30
6 C -0.7882 -1.1137 -0.5469  0.82
7 C 0.3968 1.0177 0.7522  0.74
8 H 1.2624 -1.6392 1.2787  -0.14
9 H -2.5628 -0.3328 -1.6928  0.36
10 H -1.0741 -0.0497 -2.5006  0.34
11 H -1.5247 0.9005 -1.1689  0.35
12 H 0.3220 -2.0116 -2.3285  0.29
13 H 0.0046 -3.2978 -1.1587  0.33
14 H -1.3038 -2.6462 -1.8214  0.41
15 H 1.2158 0.6575 2.6211  0.31
16 H -0.6415 0.6762 2.7548  0.31
17 H 0.2656 2.1378 2.5132  0.46
18 H 1.5525 2.7594 0.4525  0.42
19 H 2.4113 1.3480 1.0590  0.34
20 H 2.0790 1.4406 -0.7141  0.30
21 H -1.4208 -1.6233 0.1082  0.09
22 H -0.4880 1.7505 0.4483  0.01

Entry 3:
The following is a quantum chemistry calculation of C6H9Cl2N3O4 in the gas phase at a distorted geometry, from the Open Molecules 2025 dataset.

Values from the calculation:
- Kohn-Sham gap (alpha / beta) (eV) = 7.14 / 7.85
- E_HOMO (alpha / beta) (hartree) = -0.298 / -0.300
- total energy (Eh) = -1619.3876
- spin multiplicity = 1
- energy relative to the best compared isomer or geometry (same formula, charge and spin) (kcal/mol) = 55.9

Last column: Mulliken charge in e.
Positions of all 24 atoms, in Å:
1 C 1.0603 -0.8451 0.0842  0.44
2 C 1.8849 -1.5053 1.0216  -0.43
3 C -1.4176 -0.7509 0.6744  0.60
4 C -0.5897 0.0998 -1.4343  -1.33
5 C 0.1878 2.3934 -2.1832  -0.55
6 C -0.5650 1.6249 -1.1274  -0.07
7 N -0.3125 -0.6104 -0.1266  0.02
8 N 1.5099 -2.4762 1.9334  -0.27
9 N -1.0620 -1.2484 2.0078  0.72
10 O -2.1574 -1.7336 2.5670  -0.46
11 O -0.0268 -1.1891 2.6344  -0.54
12 O -2.6063 -0.4934 0.4824  -0.70
13 O -0.0291 1.8863 0.2330  -0.55
14 Cl 1.8176 1.8520 -2.2106  -0.15
15 Cl 2.7313 -2.7895 3.0225  -0.10
16 H 1.6315 -0.0600 -0.5520  -0.05
17 H 2.8690 -1.1438 0.8453  0.42
18 H -1.5915 -0.1764 -1.6669  0.45
19 H 0.1732 -0.2870 -2.1409  0.54
20 H -0.2240 2.1474 -3.2617  0.29
21 H 0.1971 3.4653 -1.9859  0.36
22 H -1.5253 2.0143 -0.9858  0.56
23 H -2.8168 -1.7426 1.9132  0.40
24 H 0.8616 1.5681 0.2560  0.41

Entry 4:
The following is a quantum chemistry calculation of a molecular structure, C36H45CoN5O7S2Se2 at a distorted geometry, from the Open Molecules 2025 dataset.

Values from the calculation:
- Kohn-Sham gap (eV) = 6.82
- E_HOMO (hartree) = -0.387
- total energy (Eh) = -9181.1701
- spin multiplicity = 1
- charge = +1

Last column: Mulliken charge in e.
Positions of all 98 atoms, in Å:
1 Co -0.2003 -0.3574 0.4118  0.57
2 Se 0.3591 -1.8146 3.8322  0.13
3 Se -1.8940 -1.5115 3.5375  0.00
4 C -1.7382 0.3260 3.0311  0.04
5 C -2.5253 1.2344 3.7253  -0.85
6 C -2.4032 2.5839 3.4513  -0.36
7 C -1.4692 2.9784 2.5108  -1.13
8 C -0.7264 2.0087 1.8654  -0.14
9 N -0.8533 0.6923 2.1012  0.98
10 C 0.8270 -2.6478 2.1750  -0.19
11 C 1.4206 -3.8936 2.3383  -0.74
12 C 1.8282 -4.6268 1.2360  -0.86
13 C 1.5946 -4.0879 -0.0100  -1.20
14 C 1.0073 -2.8384 -0.0987  0.21
15 N 0.6533 -2.0936 0.9632  1.39
16 H -3.2068 0.8778 4.4853  0.49
17 H -3.0087 3.3086 3.9776  0.44
18 H -1.3147 4.0169 2.2587  0.52
19 H -0.0146 2.2989 1.1094  0.53
20 H 1.5239 -4.2945 3.3359  0.57
21 H 2.2776 -5.6023 1.3573  0.47
22 H 1.8470 -4.6097 -0.9209  0.65
23 H 0.8238 -2.3964 -1.0616  0.04
24 C 0.1113 -0.6778 -7.1397  -1.39
25 C -0.7059 -1.4110 -6.1188  0.68
26 C -2.0352 -1.7344 -6.3541  -0.73
27 C -2.7849 -2.4323 -5.4139  -0.48
28 C -2.1931 -2.8101 -4.2237  0.09
29 C -0.8622 -2.4992 -3.9698  -0.41
30 C -0.1315 -1.7989 -4.9051  -0.65
31 S -3.1150 -3.7428 -3.0310  1.35
32 O -4.4809 -3.7775 -3.4626  -0.71
33 O -2.3649 -4.9314 -2.7412  -0.70
34 N -3.0401 -2.8206 -1.6824  -0.01
35 C -4.1110 -2.0500 -1.0947  -0.86
36 C -3.7040 -0.5778 -1.0410  -0.62
37 C -2.4019 -0.3555 -0.3393  0.78
38 O -1.7997 0.7489 -0.3211  -0.56
39 O -1.7765 -1.3266 0.2261  -0.51
40 H -0.4861 -0.4181 -8.0109  0.37
41 H 0.9504 -1.2884 -7.4752  0.36
42 H 0.5234 0.2418 -6.7217  0.25
43 H -2.4982 -1.4389 -7.2868  0.36
44 H -3.8207 -2.6771 -5.5974  0.51
45 H -0.4017 -2.7956 -3.0370  0.32
46 H 0.9007 -1.5455 -4.6953  0.55
47 H -2.2801 -3.0728 -1.0711  0.18
48 H -4.3497 -2.4442 -0.1041  0.35
49 H -4.9991 -2.1614 -1.7169  0.48
50 H -4.4614 0.0658 -0.5866  0.40
51 H -3.5529 -0.2119 -2.0601  0.33
52 O 3.7645 0.3949 -3.4768  -0.75
53 C 2.7120 1.2278 -3.5288  0.60
54 C 2.8560 2.4232 -4.2363  -0.79
55 C 1.7952 3.2963 -4.3271  -0.47
56 C 0.5707 3.0088 -3.7184  -1.08
57 C 0.4331 1.8368 -3.0047  -0.83
58 C 1.4978 0.9363 -2.8894  0.04
59 C 1.3697 -0.2962 -2.0797  1.27
60 O 2.2754 -1.1518 -2.0706  -1.30
61 O 0.2719 -0.4219 -1.4136  0.37
62 H 3.4488 -0.4209 -3.0378  0.28
63 H 3.8024 2.6294 -4.7146  0.51
64 H 1.9148 4.2115 -4.8918  0.41
65 H -0.2588 3.6936 -3.8117  0.49
66 H -0.5023 1.5855 -2.5247  0.51
67 C 2.9190 1.4006 5.3252  -0.84
68 C 4.1660 0.5790 5.6358  -0.60
69 C 4.8589 -0.0244 4.4152  -1.07
70 C 4.0133 -1.0337 3.6351  -0.35
71 N 3.1100 -0.3655 2.7004  0.89
72 C 2.9279 -0.4480 1.3936  0.03
73 S 1.8384 0.7188 0.6700  -0.71
74 N 3.4949 -1.2860 0.5412  0.84
75 C 4.6286 -2.1975 0.6873  -1.44
76 C 5.9838 -1.5012 0.8000  -0.29
77 C 6.4707 -0.8012 -0.4672  -0.79
78 C 5.7317 0.4872 -0.8095  -0.59
79 H 2.6050 1.9778 6.1940  0.43
80 H 2.0653 0.7731 5.0522  0.06
81 H 3.0989 2.1126 4.5160  0.27
82 H 3.9078 -0.2265 6.3278  0.31
83 H 4.8869 1.2090 6.1596  0.37
84 H 5.7678 -0.5349 4.7389  0.45
85 H 5.1737 0.7678 3.7297  0.31
86 H 3.3952 -1.6219 4.3237  0.40
87 H 4.6449 -1.7286 3.0944  0.21
88 H 2.5486 0.3690 3.1097  -0.12
89 H 3.1819 -1.1228 -0.4146  -0.29
90 H 4.6024 -2.8168 -0.2109  0.62
91 H 4.4451 -2.8707 1.5274  0.44
92 H 6.7044 -2.2696 1.0914  0.43
93 H 5.9601 -0.7708 1.6148  0.07
94 H 6.4240 -1.4988 -1.3084  0.37
95 H 7.5289 -0.5712 -0.3276  0.37
96 H 4.7326 0.3201 -1.2062  -0.07
97 H 6.2701 1.0461 -1.5730  0.44
98 H 5.6428 1.1328 0.0673  0.23

Entry 5:
The following is a quantum chemistry calculation of C7H3IN4 in the gas phase at a distorted geometry, from the Open Molecules 2025 dataset.

Values from the calculation:
- Kohn-Sham gap (eV) = 8.50
- E_HOMO (hartree) = -0.371
- total energy (Eh) = -785.0726
- spin multiplicity = 1

Last column: Mulliken charge in e.
Positions of all 15 atoms, in Å:
1 C -1.2281 0.8063 1.5381  0.40
2 C -1.0028 2.5469 -0.0103  0.10
3 C -3.5535 -0.3241 1.7513  0.52
4 C -3.9591 -2.3417 0.5973  0.36
5 C -0.8547 0.2292 -0.7875  -0.90
6 C -1.0335 1.1906 0.3299  0.37
7 C -4.1308 -0.9740 0.7874  -0.41
8 N -1.6324 0.4066 2.6446  -0.40
9 N -0.8514 3.6539 -0.2621  -0.41
10 N -2.9634 0.1800 2.7142  -0.27
11 N -3.6948 -3.4625 0.4511  -0.37
12 I -5.1504 0.2298 -0.6934  0.17
13 H -1.4026 0.5559 -1.6366  0.37
14 H -1.5417 -0.5961 -0.5242  0.17
15 H 0.1140 -0.1473 -1.0198  0.31

Entry 6:
The following is a quantum chemistry calculation of a gas-phase ion, C3H4ClO4P (charge -2) at a distorted geometry, from the Open Molecules 2025 dataset.

Values from the calculation:
- SMILES = C[C@@](Cl)(C=O)P(=O)([O-])[O-]
- Kohn-Sham gap (eV) = 6.00
- E_HOMO (hartree) = 0.003
- total energy (Eh) = -1219.2836
- spin multiplicity = 1
- energy relative to the best compared isomer or geometry (same formula, charge and spin) (kcal/mol) = 0.0
- charge = -2

Last column: Mulliken charge in e.
Positions of all 13 atoms, in Å:
1 C 1.1811 0.0538 -0.9075  -1.34
2 C 0.3075 -0.4786 0.1557  0.66
3 Cl -0.0293 -2.1941 0.2621  -0.29
4 C 0.4519 0.0678 1.5490  -0.21
5 O 1.1086 1.0159 1.9521  -0.61
6 P -1.5333 0.2865 -0.3182  0.87
7 O -1.6017 -0.4373 -1.7209  -0.81
8 O -2.3892 -0.2646 0.8134  -0.75
9 O -1.2727 1.7795 -0.4764  -0.76
10 H 2.3235 -0.1799 -0.8440  0.25
11 H 0.7366 -0.2439 -1.8184  0.42
12 H 1.0356 1.0825 -0.8777  0.37
13 H -0.3187 -0.4876 2.2310  0.20